# 1
Molecular formula: C48H32BrF2NO8
Method: DFT, the ωB97M-V functional and the def2-TZVPD basis

Geometry as XYZ:
```
92
Properties=species:S:1:pos:R:3:forces:R:3:lowdin_charge:R:1
C -8.9509 3.1271 -1.5747 0.65 -0.10 -0.65 -0.08
C -7.7713 2.6013 -2.4514 0.84 -1.01 -1.30 -0.23
C -8.1391 1.8444 -3.6579 1.92 0.39 0.33 -0.06
C -7.1149 1.3323 -4.5613 0.88 0.96 2.08 -0.08
C -5.7136 1.5529 -4.2151 -1.36 0.69 0.96 -0.06
C -5.3315 2.3006 -3.0179 -1.25 -0.30 -0.64 -0.17
C -3.7839 2.4447 -2.7614 -1.24 -1.00 -0.57 -0.11
N -3.4675 3.4127 -1.6963 -0.85 1.54 0.19 -0.02
C -3.4482 2.8603 -0.3397 1.62 -1.28 -1.09 -0.32
O -4.2708 2.9919 0.5060 0.23 -0.21 -0.29 0.18
C -2.0523 2.1512 -0.3401 1.49 -0.13 0.04 0.04
C -1.5411 0.9917 0.3414 1.41 2.22 -1.89 -0.12
F -2.3282 0.3097 1.2134 1.13 0.59 -0.94 0.09
C -0.1473 0.6033 0.0421 0.16 0.40 0.33 -0.12
C 0.3841 -0.6957 0.7620 -1.27 -0.26 -1.74 -0.10
C -0.6033 -1.8669 0.3099 -0.12 -0.24 1.00 -0.17
F -1.0958 -1.6624 -1.0086 0.56 -0.17 1.02 -0.08
C 0.6940 1.3900 -0.8777 -2.36 0.58 0.52 -0.42
Br 2.5526 0.8489 -1.2100 -1.47 0.50 0.33 0.84
C 0.1666 2.5922 -1.5660 -0.95 -0.88 0.80 -0.14
C 0.9949 3.4589 -2.5520 1.04 0.00 0.97 -0.05
C 1.7940 4.5614 -1.7359 -0.21 0.68 -0.52 -0.45
O 1.3944 5.6857 -1.6748 0.00 -0.57 -0.01 0.14
O 2.9941 4.2323 -1.0853 -0.52 -0.56 -0.68 0.01
C -1.2102 2.9246 -1.2867 0.50 -1.29 1.47 0.01
C -2.1569 4.0564 -1.8139 0.60 -2.12 0.17 -0.33
O -1.9319 5.1659 -2.1707 -0.03 -0.45 -0.16 0.18
C -6.3532 2.8285 -2.1320 -1.05 -1.02 -1.58 0.02
H -8.5679 3.9349 -0.9028 -0.58 -0.68 -0.47 0.08
H -9.4306 2.3033 -0.9819 0.58 0.75 -0.43 0.08
H -9.7285 3.5227 -2.2849 0.69 -0.17 0.89 0.08
H -9.2230 1.6782 -3.8805 1.14 0.19 0.21 0.10
H -7.3549 0.7507 -5.4805 0.07 0.62 0.92 0.10
H -4.9084 1.1563 -4.8809 -0.81 0.39 0.62 0.10
H -3.4271 1.3946 -2.5245 -0.06 1.04 0.01 0.14
H -3.2972 2.7018 -3.7436 -0.34 0.16 1.13 0.14
H 0.3431 -0.5885 1.8734 0.23 -0.02 -0.93 0.12
H 1.3845 -0.9815 0.3618 -0.64 0.58 0.71 0.06
H -1.4844 -1.9256 0.9994 0.67 0.19 -0.80 0.12
H -0.1075 -2.8723 0.3487 -0.24 0.99 -0.23 0.11
H 1.7688 2.8508 -3.0894 -0.88 0.31 0.44 0.10
H 0.3668 4.0236 -3.2815 0.37 -0.56 0.79 0.13
H 3.7536 4.4000 -1.6720 -0.44 -0.03 0.23 0.12
H -6.0950 3.3939 -1.2098 -0.11 -0.49 -0.90 0.10
O 0.5772 -6.5675 -1.7497 0.13 0.03 -0.04 0.11
C 1.6800 -6.3494 -2.2133 -0.59 -0.11 0.24 -0.28
C 2.1643 -4.9568 -2.3868 0.10 0.17 -0.03 -0.08
C 1.3542 -3.8946 -1.9952 -0.02 0.19 0.04 0.01
C 1.8131 -2.5913 -2.1164 0.08 -0.06 -0.01 -0.07
C 3.0834 -2.3427 -2.6284 0.04 -0.20 -0.05 -0.07
C 3.8870 -3.3974 -3.0366 -0.01 0.22 0.01 0.01
C 3.4283 -4.7067 -2.9227 -0.14 0.12 0.09 -0.08
C 4.2894 -5.8264 -3.3788 0.59 0.13 -0.28 -0.28
O 5.3679 -5.6057 -3.8954 -0.12 -0.03 0.07 0.10
C 3.8141 -7.2192 -3.1869 -0.10 -0.17 0.04 -0.08
C 4.6260 -8.2806 -3.5767 0.06 -0.21 -0.01 0.00
C 4.2056 -9.5864 -3.3716 -0.05 0.10 0.03 -0.06
C 2.9725 -9.8375 -2.7758 0.01 0.12 -0.02 -0.06
C 2.1543 -8.7826 -2.3988 0.01 -0.22 0.00 0.00
C 2.5693 -7.4703 -2.6075 0.17 -0.14 -0.06 -0.08
H 0.3664 -4.0832 -1.5918 0.07 -0.14 -0.08 0.11
H 1.1821 -1.7666 -1.8072 0.01 -0.08 -0.11 0.07
H 3.4455 -1.3242 -2.7115 -0.04 -0.14 -0.04 0.05
H 4.8730 -3.1994 -3.4399 -0.06 -0.18 -0.01 0.12
H 5.5883 -8.0898 -4.0364 -0.09 0.15 0.06 0.12
H 4.8408 -10.4115 -3.6723 -0.03 0.05 0.02 0.11
H 2.6495 -10.8583 -2.6076 0.01 0.06 -0.01 0.11
H 1.1943 -8.9837 -1.9384 0.04 0.18 -0.04 0.12
O 0.6899 1.3218 3.7247 0.08 0.00 0.08 0.09
C 1.3361 1.8219 4.6286 -0.31 -0.23 -0.49 -0.27
C 2.4915 2.7052 4.3322 0.10 0.08 0.00 -0.08
C 2.8217 2.9785 3.0091 0.09 0.08 -0.21 0.01
C 3.8745 3.8327 2.7185 0.02 0.00 0.06 -0.05
C 4.6017 4.4197 3.7507 -0.10 -0.10 0.06 -0.05
C 4.2867 4.1365 5.0723 0.14 0.11 -0.13 0.00
C 3.2350 3.2739 5.3672 0.00 0.04 -0.19 -0.08
C 2.9169 2.9630 6.7829 0.39 0.27 0.48 -0.28
O 3.5975 3.4148 7.6834 -0.09 -0.06 -0.10 0.11
C 1.7488 2.0960 7.0802 -0.16 -0.12 0.00 -0.08
C 1.4161 1.8244 8.4041 -0.12 -0.08 0.15 0.00
C 0.3074 1.0427 8.6939 0.04 0.03 -0.11 -0.06
C -0.4741 0.5294 7.6623 0.09 0.05 -0.04 -0.06
C -0.1378 0.7860 6.3412 -0.13 -0.11 0.13 0.00
C 0.9772 1.5654 6.0451 -0.05 -0.01 0.20 -0.08
H 2.2547 2.5280 2.2024 -0.05 -0.01 0.14 0.11
H 4.1265 4.0470 1.6862 -0.07 -0.01 0.04 0.10
H 5.4164 5.0972 3.5233 -0.04 -0.04 0.02 0.11
H 4.8584 4.5914 5.8724 -0.13 -0.13 0.05 0.12
H 2.0185 2.2257 9.2102 0.05 0.05 -0.17 0.12
H 0.0477 0.8356 9.7255 0.02 0.02 -0.06 0.11
H -1.3455 -0.0732 7.8905 0.05 0.03 -0.02 0.11
H -0.7477 0.3815 5.5422 0.15 0.09 -0.05 0.12
```
Positions in Å, forces in eV/Å.

The calculated total energy is -5278.70490 a.u. The SMILES is Cc1cccc(CN2C(=O)c3c(F)c(CCF)c(Br)c(CC(=O)O)c3C2=O)c1.O=C1c2ccccc2C(=O)c2ccccc21.O=C1c2ccccc2C(=O)c2ccccc21.

# 2
Molecular formula: C5H11IN
Method: DFT, the ωB97M-V functional and the def2-TZVPD basis

Geometry as XYZ:
```
18
Properties=species:S:1:pos:R:3:forces:R:3:nbo_charge:R:1
C 0.3834 -1.2448 -0.1010 2.66 0.25 0.54 -0.29
C -0.8074 0.6282 0.6318 -2.30 -1.77 1.65 -0.42
C -1.1442 -0.7777 0.1566 1.31 1.86 0.09 -0.15
C -2.0481 -0.7691 -1.0152 -0.89 1.22 -0.54 -0.67
C 2.0787 0.5339 0.0969 0.14 1.46 1.79 -0.42
N 1.0785 -0.2531 0.7415 0.06 -1.27 -3.05 -0.52
I -1.8756 -2.1237 1.6481 0.15 0.12 0.10 0.78
H 0.9289 -2.1870 0.1794 -1.72 -0.02 -0.61 0.25
H 0.6726 -1.0147 -1.1912 -0.91 -0.35 1.54 0.26
H -0.6444 1.2974 -0.1304 0.45 1.33 -1.79 0.20
H -1.2020 1.0526 1.5264 -0.16 0.01 0.57 0.22
H -1.7201 -0.0361 -1.7852 0.23 -0.46 0.60 0.26
H -3.0433 -0.3745 -0.7112 0.47 -0.71 -0.31 0.25
H -2.0464 -1.7288 -1.4567 -0.64 -1.08 -0.71 0.23
H 2.9453 0.6595 0.7715 -0.30 0.01 -0.60 0.23
H 2.3583 0.1960 -0.8562 0.58 -0.76 -1.11 0.21
H 1.5670 1.4708 -0.0227 0.51 1.16 -0.38 0.20
H 1.2432 -0.4398 1.6699 0.35 -1.00 2.24 0.39
```
Positions in Å, forces in eV/Å.

The calculated total energy is -549.07813 a.u. As for the spin multiplicity: 3. The net charge is +1. As for the expectation value of S²: 2.008.